[1]
Molecular formula: C52H35Cl3CsN8O4P
Method: DFT, the ωB97M-V functional and the def2-TZVPD basis

```
104
Properties=species:S:1:pos:R:3:mulliken_charge:R:1
Cs 3.109 -12.094 18.886 1.215
O 4.300 -11.730 16.052 -0.595
C 4.114 -12.116 14.850 0.380
C 5.200 -12.277 13.937 -0.749
C 5.066 -12.908 12.688 -0.252
C 3.836 -13.254 12.228 -0.963
C 2.794 -13.078 13.083 -0.723
C 2.833 -12.514 14.391 0.953
C 1.608 -12.550 15.108 -0.656
N 1.466 -12.103 16.330 0.464
N 0.015 -12.268 16.633 -0.758
C -0.360 -11.850 17.812 -0.092
O 0.280 -11.320 18.781 -0.648
C -1.857 -11.953 18.064 0.241
C -2.794 -12.228 17.050 -0.256
C -4.128 -12.248 17.299 -0.586
C -4.627 -12.127 18.613 -0.511
C -3.659 -11.922 19.655 -0.360
C -2.359 -11.773 19.371 -0.062
H 6.145 -11.820 14.204 0.348
H 6.041 -12.975 12.124 0.245
H 3.699 -13.758 11.307 0.392
H 1.801 -13.393 12.786 0.275
H 0.720 -12.887 14.582 0.191
H -2.371 -12.472 16.047 0.316
H -4.742 -12.552 16.468 0.343
H -5.621 -12.261 18.855 0.464
H -3.956 -11.800 20.798 0.191
H -1.653 -11.551 20.143 0.345
C 3.205 -7.682 28.604 -0.540
C 2.084 -8.031 27.861 -0.548
C 2.160 -8.890 26.778 -0.676
C 3.374 -9.449 26.407 0.612
C 4.477 -9.100 27.127 -0.334
C 4.366 -8.256 28.223 -0.436
P 3.328 -10.757 25.130 -0.183
C 5.031 -10.714 24.586 0.915
C 5.588 -9.659 23.853 0.156
C 6.995 -9.568 23.621 -0.369
C 7.941 -10.408 24.182 -1.009
C 7.358 -11.516 24.814 -0.536
C 5.993 -11.603 25.035 -0.336
C 2.335 -9.813 23.801 0.536
C 2.251 -8.407 23.652 0.278
C 1.521 -7.871 22.606 -1.166
C 0.706 -8.709 21.745 -0.564
C 0.887 -10.100 21.865 -0.377
C 1.822 -10.605 22.753 -0.731
H 3.058 -6.920 29.422 0.291
H 1.138 -7.541 28.018 0.365
H 1.259 -9.009 26.216 0.438
H 5.445 -9.550 26.958 0.351
H 5.305 -8.136 28.802 0.310
H 5.016 -8.898 23.356 0.227
H 7.398 -8.763 22.971 0.287
H 8.965 -10.233 24.109 0.542
H 7.982 -12.277 25.346 0.259
H 5.703 -12.534 25.521 0.127
H 2.691 -7.710 24.363 0.437
H 1.426 -6.863 22.455 0.527
H 0.133 -8.423 20.845 0.713
H 0.377 -10.741 21.097 0.462
O 9.862 -6.020 19.153 -0.619
N 8.948 -6.457 19.855 0.895
O 8.701 -5.908 20.938 -0.571
C 8.163 -7.658 19.532 0.120
C 8.851 -8.579 18.812 -1.241
C 8.215 -9.890 18.461 1.398
C 8.886 -10.915 17.819 -0.669
C 8.120 -11.969 17.413 -0.744
C 6.752 -12.042 17.698 -0.437
N 6.168 -11.128 18.466 0.271
C 6.861 -10.038 18.790 -0.976
C 6.158 -8.985 19.534 -0.036
N 4.857 -9.281 19.852 0.157
C 4.180 -8.342 20.507 -1.198
C 4.725 -7.066 20.775 -0.590
C 6.050 -6.773 20.519 -1.113
C 6.777 -7.798 19.892 1.448
H 9.874 -8.422 18.487 0.482
H 9.931 -10.827 17.527 0.423
H 8.542 -12.852 16.982 0.455
H 6.198 -12.870 17.305 0.390
H 3.191 -8.533 20.796 1.024
H 4.045 -6.313 21.166 0.504
H 6.472 -5.805 20.727 0.523
N -0.079 -7.674 13.461 -0.555
C 0.490 -7.832 14.440 -0.008
C 1.186 -8.136 15.642 0.538
C 0.453 -7.880 16.837 -1.003
C 1.088 -8.182 18.065 -0.214
N 2.310 -8.647 18.125 0.357
C 2.934 -9.038 16.994 0.158
C 2.403 -8.817 15.723 -0.735
H -0.481 -7.420 16.720 0.554
H 0.660 -7.927 19.023 0.151
H 3.949 -9.389 17.062 0.095
H 2.967 -9.134 14.837 0.484
Cl 3.728 -14.719 24.716 -0.059
C 4.343 -15.665 23.460 0.395
Cl 5.194 -17.034 23.792 -0.097
Cl 7.098 -14.910 26.491 -0.883
C 4.081 -15.299 22.081 0.115
N 3.988 -15.036 20.958 -0.368
```

## Properties
calculated total energy = -122001.0038 eV
charge = -2
largest force on an atom = 0.0778 Eh/bohr
relative energy (zero: lowest compared OMol25 entry of this formula, charge and spin) = 340.5 kJ/mol
2S+1 = 1

[2]
Molecular formula: C52H35Cl4N6O3V
Method: DFT, the ωB97M-V functional and the def2-TZVPD basis

```
101
Properties=species:S:1:pos:R:3:mulliken_charge:R:1
V -0.670 0.209 0.220 -0.345
Cl -3.008 7.042 6.356 -0.216
C -2.596 5.767 5.248 0.388
C -1.437 5.038 5.449 -0.981
C -1.117 4.021 4.563 -0.152
C -1.943 3.729 3.481 -0.680
C -3.098 4.485 3.296 -0.015
C -3.433 5.501 4.176 -0.988
C -1.597 2.643 2.524 1.424
C -1.457 1.359 3.003 0.053
C -1.669 0.926 4.359 -1.615
C -1.298 -0.371 4.426 -1.527
C -0.893 -0.765 3.092 0.569
C -0.634 -2.086 2.641 0.764
C 0.161 -3.054 3.454 0.796
C 0.685 -4.214 2.867 0.048
C 1.494 -5.094 3.565 -1.385
C 1.838 -4.811 4.873 0.426
Cl 2.867 -5.897 5.754 -0.222
C 1.410 -3.636 5.465 -1.352
C 0.600 -2.768 4.754 -0.457
C -1.148 -2.482 1.399 0.167
N -1.392 -1.656 0.330 0.699
C -1.856 -2.461 -0.697 0.084
C -1.911 -2.125 -2.031 0.909
C -2.341 -3.162 -3.012 -0.837
C -3.555 -3.044 -3.682 0.005
C -3.954 -3.998 -4.606 -0.934
C -3.123 -5.076 -4.861 0.410
Cl -3.615 -6.278 -6.019 -0.218
C -1.908 -5.215 -4.212 -1.107
C -1.524 -4.253 -3.290 0.240
C -1.488 -0.886 -2.548 0.484
C -1.404 -0.540 -3.938 -1.583
C -0.938 0.734 -4.001 -1.620
C -0.759 1.172 -2.646 -0.211
N -1.068 0.152 -1.789 1.113
C -0.530 2.482 -2.233 1.700
C -0.771 2.944 -0.934 0.449
C -0.669 4.303 -0.515 -1.600
C -1.066 4.356 0.784 -1.436
C -1.348 3.020 1.189 0.145
N -1.191 2.166 0.134 0.115
C -0.074 3.444 -3.272 -0.555
C -0.870 4.512 -3.678 -0.029
C -0.442 5.385 -4.665 -1.005
C 0.799 5.187 -5.247 0.356
Cl 1.345 6.279 -6.484 -0.217
C 1.612 4.134 -4.862 -1.038
C 1.166 3.265 -3.878 0.138
C -2.088 -3.785 -0.180 -1.604
C -1.612 -3.815 1.078 -1.469
N -1.019 0.286 2.257 1.446
H -0.792 5.270 6.284 0.415
H -0.202 3.457 4.700 0.549
H -3.746 4.268 2.456 0.496
H -4.335 6.081 4.037 0.416
H -2.093 1.525 5.147 0.639
H -1.400 -1.025 5.273 0.749
H 0.517 -4.418 1.821 0.415
H 1.883 -5.980 3.083 0.403
H 1.729 -3.389 6.468 0.443
H 0.353 -1.831 5.220 0.442
H -4.199 -2.199 -3.474 0.476
H -4.899 -3.911 -5.122 0.412
H -1.271 -6.061 -4.431 0.414
H -0.570 -4.343 -2.784 0.639
H -1.675 -1.182 -4.760 0.562
H -0.767 1.333 -4.880 0.543
H -0.323 5.120 -1.125 0.614
H -1.106 5.221 1.424 0.543
H -1.846 4.651 -3.228 0.544
H -1.066 6.207 -4.988 0.416
H 2.579 4.000 -5.324 0.449
H 1.795 2.439 -3.567 0.532
H -2.554 -4.591 -0.723 0.666
H -1.643 -4.643 1.764 0.834
C 3.323 -0.015 -2.954 -0.932
C 3.791 -1.212 -2.138 -1.676
C 3.444 -1.108 -0.644 3.005
C 3.887 -2.386 0.096 -1.399
C 3.646 -2.335 1.598 -0.995
C 4.208 0.056 -0.054 -0.436
O 5.415 0.140 -0.116 -0.656
N 3.467 1.027 0.567 0.177
C 2.086 1.069 0.726 -0.434
O 1.589 1.993 1.334 -0.720
N 1.334 0.049 0.166 1.480
C 1.926 -0.997 -0.517 -0.959
O 1.236 -1.853 -1.039 -0.540
H 3.571 -0.145 -4.007 0.562
H 3.801 0.909 -2.618 0.313
H 2.239 0.113 -2.888 0.011
H 4.874 -1.322 -2.208 0.508
H 3.328 -2.127 -2.510 0.448
H 4.949 -2.529 -0.114 0.421
H 3.338 -3.213 -0.357 0.407
H 4.256 -1.565 2.075 0.314
H 3.896 -3.288 2.065 0.529
H 2.598 -2.128 1.831 0.121
H 3.968 1.799 0.984 0.314
```

## Properties
calculated total energy = -145358.8444 eV
charge = 0
⟨S²⟩ = 2.01
largest force on an atom = 0.0089 Eh/bohr
2S+1 = 3

> Look up the 2S+1 of the second one.

3

> What is the charge in the second record?

0